Entry from the OMol25 dataset: a molecular structure, C56H151CuF4N5O29S4 (ωB97M-V/def2-TZVPD).

Calculated values
Lowest unoccupied orbital energy (spin up / spin down): -0.424 / -1.884 eV
<S²>: 0.7513
Largest force on an atom: 0.0963 hartree/bohr
E: -226188.37862 eV
Gap between HOMO and LUMO (spin up / spin down): 7.003 / 5.544 eV
HOMO energy (spin up / spin down): -7.43 / -7.43 eV
2S+1: 2

Positions of all 250 atoms, in Å:
1 Cu 3.79433 -0.78437 -0.19282
2 N 1.11276 -6.84317 -3.14935
3 S 1.00601 -7.29863 -1.62716
4 O 1.91530 -6.69403 -0.77378
5 O 0.97685 -8.69729 -1.49747
6 F -0.42363 -6.77493 -1.17448
7 S 1.19793 -5.36704 -3.47953
8 O 2.51165 -4.73593 -3.37681
9 O 0.11957 -4.48294 -3.14730
10 F 0.97319 -5.47045 -5.08479
11 N 0.72320 0.84296 0.22784
12 S 0.54589 -0.68822 0.44792
13 O 1.66108 -1.35624 -0.13668
14 O -0.77967 -1.18356 0.22985
15 F 0.78482 -0.92518 1.97292
16 S -0.33199 2.00859 0.37890
17 O 0.41953 3.23801 0.21528
18 O -1.19494 1.97313 1.50962
19 F -1.14237 1.91770 -0.96224
20 C -3.47600 1.27183 3.28833
21 C -3.81869 -0.09051 3.96375
22 C -5.32263 -0.18973 3.97163
23 C -5.76883 -1.52702 4.47800
24 C -5.15671 -2.58880 3.57391
25 C -3.69744 -2.53150 3.52788
26 N -3.29161 -1.15253 3.14871
27 O -1.90991 -1.02650 3.03199
28 C -2.94886 -3.02200 4.73708
29 C -3.21322 -3.46260 2.38205
30 C -3.24115 0.00442 5.38887
31 H -2.42481 1.36460 3.22819
32 H -3.92986 2.03865 3.87499
33 H -3.88908 1.26789 2.29044
34 H -5.61968 0.58143 4.68078
35 H -5.72486 0.03648 3.00026
36 H -6.86306 -1.66409 4.43163
37 H -5.44366 -1.66754 5.50704
38 H -5.57458 -2.34243 2.58735
39 H -5.62808 -3.55217 3.88033
40 H -3.63090 -2.97889 5.61125
41 H -2.65227 -4.06519 4.57316
42 H -2.05880 -2.44371 5.02308
43 H -2.11911 -3.36557 2.32621
44 H -3.43325 -4.47547 2.65805
45 H -3.61236 -3.22465 1.38247
46 H -3.86033 0.69746 5.98111
47 H -2.17516 0.28894 5.43008
48 H -3.33042 -0.96812 5.83435
49 H -1.64643 -1.19581 2.08323
50 C -0.41009 6.33384 -0.67572
51 C -1.98781 6.39256 -0.95131
52 C -2.25332 6.75051 -2.41839
53 C -3.67170 6.64169 -2.98129
54 C -4.11229 5.21535 -2.69360
55 C -3.98945 4.90637 -1.16160
56 N -2.57344 5.08598 -0.73276
57 O -2.49057 4.72869 0.64893
58 C -5.04516 5.86401 -0.41182
59 C -4.44156 3.50751 -0.83647
60 C -2.60018 7.59348 -0.06314
61 H 0.11996 7.26458 -0.88697
62 H 0.04397 5.52153 -1.18273
63 H -0.33490 6.09092 0.39065
64 H -1.77696 7.73325 -2.69758
65 H -1.55168 6.06732 -3.02188
66 H -3.64410 6.83989 -4.05132
67 H -4.39662 7.41036 -2.54018
68 H -3.47570 4.55112 -3.31025
69 H -5.13369 4.93303 -2.97872
70 H -6.06961 5.48209 -0.49923
71 H -4.64681 6.01446 0.58061
72 H -5.00215 6.84542 -0.83526
73 H -5.48944 3.43604 -1.00735
74 H -3.88613 2.73470 -1.37137
75 H -4.22899 3.39906 0.22011
76 H -2.64426 7.32187 1.00535
77 H -3.51187 7.99661 -0.39271
78 H -1.80470 8.35746 -0.15522
79 H -2.05257 3.85793 0.66910
80 C -5.53484 -2.22562 -2.72574
81 C -5.52371 -2.31516 -1.21545
82 C -4.29938 -1.65172 -0.55314
83 C -4.23619 -0.12356 -0.54832
84 C -5.54123 0.30786 0.23209
85 C -6.88398 -0.17370 -0.45153
86 N -6.70388 -1.65324 -0.62369
87 O -7.84908 -2.14728 -1.26285
88 C -8.04618 -0.06538 0.56206
89 C -7.16528 0.67126 -1.70511
90 C -5.51736 -3.76461 -0.78715
91 H -6.43087 -2.72690 -3.05671
92 H -4.60939 -2.66083 -3.12511
93 H -5.63739 -1.13644 -3.13299
94 H -4.30051 -1.83634 0.46929
95 H -3.42788 -2.13381 -0.87370
96 H -4.06236 0.30155 -1.52163
97 H -3.36597 0.11977 0.02865
98 H -5.68869 1.43556 0.38969
99 H -5.44943 -0.22408 1.16272
100 H -7.85377 -0.52969 1.55126
101 H -8.34012 0.96126 0.89888
102 H -8.95343 -0.52490 0.16109
103 H -7.70115 1.57245 -1.45181
104 H -6.28301 0.95065 -2.29680
105 H -7.75242 0.04054 -2.30307
106 H -4.50786 -4.15291 -0.74336
107 H -6.12593 -4.37701 -1.38828
108 H -5.93175 -3.71382 0.22771
109 H -8.32706 -2.70461 -0.60905
110 C 4.04968 6.04601 -0.95095
111 C 4.68345 6.28722 0.40047
112 O 4.59965 5.13203 1.24638
113 H 3.86289 7.07142 -1.38633
114 H 3.07782 5.58458 -0.87732
115 H 4.72939 5.42145 -1.61124
116 H 4.29014 7.13765 0.94693
117 H 5.77217 6.35005 0.38236
118 H 3.68340 5.04154 1.58778
119 C 4.71364 -3.33880 2.86449
120 C 3.67970 -3.09349 1.72862
121 O 4.12186 -2.45806 0.49350
122 H 4.18529 -3.95701 3.62769
123 H 5.13923 -2.45618 3.34886
124 H 5.53586 -3.94576 2.49873
125 H 2.79246 -2.56401 2.11722
126 H 3.37337 -4.08725 1.41118
127 H 4.23572 -3.16751 -0.21620
128 C 5.31784 -6.78136 -1.22539
129 C 5.21465 -5.50266 -0.47120
130 O 4.37903 -4.52917 -1.13030
131 H 5.64180 -6.62502 -2.28643
132 H 4.36620 -7.37689 -1.41405
133 H 6.08268 -7.39486 -0.81326
134 H 6.17466 -4.94910 -0.41119
135 H 4.92331 -5.68194 0.53669
136 H 3.73969 -4.94346 -1.73959
137 C 7.35623 0.96201 1.30982
138 C 7.00307 -0.27853 0.57188
139 O 5.77772 -0.01203 -0.24334
140 H 6.62487 1.11735 2.12708
141 H 7.59838 1.92947 0.80302
142 H 8.26431 0.75446 1.93385
143 H 6.78553 -1.10229 1.28181
144 H 7.75596 -0.54491 -0.15059
145 H 5.96531 -0.04353 -1.19787
146 C 6.67703 2.10689 -4.33563
147 C 5.92859 1.50291 -3.17843
148 O 6.31813 0.16707 -3.02403
149 H 6.99673 1.32989 -5.05226
150 H 7.56907 2.62357 -3.99139
151 H 6.11545 2.87686 -4.84362
152 H 4.84159 1.54559 -3.28209
153 H 6.11213 2.03956 -2.20201
154 H 7.26514 -0.00671 -2.87975
155 C 1.52080 -2.03842 6.52461
156 C 1.17336 -3.33572 5.91946
157 O -0.18316 -3.62155 6.13493
158 H 2.60856 -1.93186 6.45395
159 H 1.23787 -1.95505 7.58682
160 H 1.06943 -1.18737 5.96799
161 H 1.84685 -4.17960 6.43851
162 H 1.47713 -3.36983 4.86776
163 H -0.42920 -4.39404 5.63914
164 C 0.11700 5.13001 3.04044
165 C 1.07297 6.21524 3.27823
166 O 2.48008 5.85776 3.19814
167 H 0.44443 4.46160 2.23163
168 H -0.76877 5.59884 2.63243
169 H -0.25106 4.52170 3.91596
170 H 1.00536 6.39733 4.33694
171 H 0.97282 7.01023 2.53569
172 H 2.57069 5.39262 4.02588
173 C -1.88830 -2.25230 -4.77877
174 C -1.81956 -1.38093 -3.56241
175 O -2.17069 -0.02129 -3.81737
176 H -2.85986 -2.39395 -5.23190
177 H -1.54637 -3.28904 -4.57688
178 H -1.23651 -1.83908 -5.56987
179 H -0.81314 -1.46950 -3.10041
180 H -2.50521 -1.78537 -2.82476
181 H -3.11204 -0.04992 -3.95253
182 C 3.44132 -1.56553 -4.67215
183 C 2.89891 -1.63144 -3.18194
184 O 4.07748 -1.59132 -2.34142
185 H 2.73672 -0.96666 -5.30362
186 H 3.51744 -2.60000 -5.15094
187 H 4.35691 -0.98641 -4.63723
188 H 2.49221 -2.63387 -2.94884
189 H 2.15956 -0.93289 -2.87213
190 H 4.82616 -1.05193 -2.67263
191 C 4.00826 -6.97624 4.28109
192 C 3.25989 -7.57162 3.05815
193 O 3.24252 -6.50202 2.13367
194 H 5.10512 -6.93402 4.13958
195 H 3.71926 -7.49157 5.22130
196 H 3.73053 -5.92205 4.42468
197 H 2.13060 -7.83434 3.28430
198 H 3.70298 -8.51458 2.65242
199 H 3.03221 -6.82302 1.28279
200 C 2.37216 0.82853 3.95019
201 C 3.36880 1.15471 2.88019
202 O 3.55122 0.03289 2.01719
203 H 2.67837 -0.09509 4.44049
204 H 1.44588 0.56166 3.44206
205 H 2.31981 1.67629 4.59949
206 H 4.34476 1.48725 3.37611
207 H 3.08853 1.95179 2.16563
208 H 3.82611 -0.71826 2.50546
209 C 3.84188 2.19744 -0.45143
210 O 3.52170 0.93889 -1.01423
211 H 4.14320 2.96620 -1.20447
212 H 2.90755 2.61135 0.02828
213 H 4.67792 2.04092 0.23152
214 H 2.95094 1.05263 -1.76171
215 C -5.81025 -0.88533 -6.07561
216 O -4.67125 -0.19691 -5.54547
217 H -6.26660 -0.43240 -7.00065
218 H -5.74894 -1.94477 -6.17902
219 H -6.63713 -0.74839 -5.43243
220 H -3.95895 -0.52213 -6.17519
221 C -0.63922 -4.04008 -0.20166
222 O 0.24939 -4.25460 0.85375
223 H -1.09447 -4.97753 -0.51588
224 H -1.38796 -3.32978 0.12784
225 H -0.13591 -3.63481 -1.09474
226 H 0.95827 -4.91840 0.58511
227 C 7.85862 9.59823 -2.90503
228 O 8.21908 8.22262 -2.96870
229 H 6.83047 9.58617 -2.46307
230 H 8.50960 10.24384 -2.40689
231 H 7.69617 9.91233 -3.95508
232 H 8.97983 8.12939 -3.55473
233 C -0.83389 -6.34923 3.81909
234 O -0.34667 -5.02158 3.55513
235 H -0.09800 -7.15877 3.73391
236 H -1.06595 -6.43849 4.88715
237 H -1.77490 -6.56327 3.25315
238 H -0.14996 -4.92550 2.60007
239 C 0.10576 0.67768 -6.21506
240 O 0.23310 1.05151 -4.86216
241 H 0.90174 -0.09783 -6.50459
242 H -0.87407 0.21285 -6.42651
243 H 0.21159 1.58283 -6.76769
244 H -0.61347 0.84874 -4.44755
245 C 2.31394 3.44770 -3.33193
246 O 2.37354 2.07553 -3.29632
247 H 3.25632 3.88724 -3.77846
248 H 1.42775 3.84888 -3.84507
249 H 2.16536 3.90087 -2.36075
250 H 1.71004 1.68588 -3.84634